No. 1
Here is a cluster of 8 separate species, C7H30N14O8 in total in a non-equilibrium geometry from the Open Molecules 2025 dataset. Energies are from ωB97M-V/def2-TZVPD.

ORCA input file:
```
! wB97M-V def2-TZVPD RIJCOSX def2/J DEFGRID3
* xyz 0 1
N 1.5400 -0.0929 -3.8713
C 1.9047 -0.9261 -2.8697
N 0.8671 -1.4710 -2.1890
O 3.0747 -1.2512 -2.6173
H 2.2457 0.3913 -4.3905
H 0.5668 0.1611 -3.9595
H 1.0828 -2.0611 -1.4116
H -0.0800 -1.2794 -2.4797
N 3.0209 -2.2973 0.1956
C 2.2356 -2.5216 1.2668
N 2.2987 -3.7838 1.7942
O 1.5923 -1.6235 1.8258
H 3.5203 -3.0601 -0.2220
H 3.0468 -1.3698 -0.1962
H 1.8108 -3.8953 2.6652
H 3.1009 -4.3739 1.6649
N -1.8172 -2.6399 -0.0150
C -2.1747 -3.3126 -1.1340
N -3.2478 -4.1509 -0.9768
O -1.5995 -3.2077 -2.2009
H -2.3265 -2.7630 0.8434
H -1.2549 -1.7920 -0.0793
H -3.6063 -4.6308 -1.7792
H -3.7189 -4.2792 -0.1003
N 1.2767 1.8613 2.7953
C 1.6946 2.3963 1.6017
N 2.7522 3.2807 1.7294
O 1.2261 2.0715 0.5224
H 0.6878 1.0489 2.6716
H 1.9597 1.8056 3.5319
H 3.0490 3.6735 0.8540
H 3.4574 3.0181 2.3957
N 1.1588 5.3369 -1.9700
C -0.1569 4.9692 -1.9165
N -0.4704 4.0811 -0.9371
O -1.0082 5.4729 -2.6333
H 1.4893 5.8460 -2.7667
H 1.8054 4.9580 -1.3057
H -1.4384 3.9544 -0.7064
H 0.1721 3.4642 -0.4567
N -1.4711 0.3700 5.3161
C -1.2907 -0.4928 4.2537
N -0.1778 -1.2789 4.3592
O -2.0579 -0.5108 3.3127
H -2.2593 0.9877 5.2853
H -0.9636 0.2303 6.1694
H 0.0742 -1.8601 3.5781
H 0.3456 -1.2956 5.2133
N -2.5280 0.3260 -1.6333
C -2.2621 0.3624 -2.9523
N -3.3159 0.7657 -3.7382
O -1.1751 0.1136 -3.4523
H -1.8175 -0.0110 -0.9990
H -3.4696 0.3549 -1.2892
H -4.2861 0.7780 -3.4776
H -3.1984 0.6867 -4.7336
O -0.3159 -0.2864 0.3917
H 0.1657 0.5356 0.2193
H 0.2657 -0.7832 1.0034
*
```

The LUMO energy comes out at 0.0052 hartree. Its energy is -44995.3508 eV. Its structure (SMILES) is NC(N)=O.NC(N)=O.NC(N)=O.NC(N)=O.NC(N)=O.NC(N)=O.NC(N)=O.O. The value obtained for the HOMO energy is -8.5 eV. The gap between HOMO and LUMO comes out at 8.6 eV. The strongest force on any atom is 0.0284 Eh/bohr. As for the energy relative to the best compared isomer or geometry (same formula, charge and spin): 0.00 kcal/mol.



No. 2
Here is a structure of composition C27H34AsN2O4Se2V in a non-equilibrium geometry from the Open Molecules 2025 dataset. Energies are from ωB97M-V/def2-TZVPD.

ORCA input file:
```
! wB97M-V def2-TZVPD RIJCOSX def2/J DEFGRID3
* xyz 1 2
V 0.0240 -1.0985 1.2587
N -0.0682 -3.3618 1.8693
C 1.2451 -3.8912 2.3307
C 1.8728 -2.8642 3.2853
C 1.4753 -1.5270 2.7445
O 2.0505 -1.0667 1.6736
O 0.4194 -0.9435 3.2269
H -0.7028 -3.2973 2.6613
H -0.5147 -3.9901 1.2063
H 1.8822 -4.0071 1.4569
H 1.1509 -4.8656 2.8057
H 2.9554 -2.9674 3.2848
H 1.4932 -2.9770 4.2991
C -4.0579 -4.0094 -1.6633
Se -2.3310 -3.1573 -1.4380
C -2.9789 -1.3117 -1.3629
C -3.6368 -0.9627 -0.0442
Se -2.4517 -1.3300 1.4648
C -2.8913 0.2143 2.5662
H -4.5667 -3.5768 -2.5207
H -4.6619 -3.9096 -0.7663
H -3.8697 -5.0623 -1.8542
H -3.6981 -1.2036 -2.1742
H -2.1219 -0.6749 -1.5749
H -4.5326 -1.5561 0.1217
H -3.8982 0.0938 0.0166
H -3.9126 0.1249 2.9227
H -2.7692 1.1239 1.9895
H -2.2026 0.2100 3.4086
C 1.0133 5.2074 3.1809
C -0.0830 4.3812 3.3919
C -0.2308 3.2240 2.6411
C 0.7080 2.8978 1.6675
C 1.8105 3.7181 1.4633
C 1.9600 4.8718 2.2234
As 0.4119 1.3195 0.5970
C -0.7231 2.0070 -0.8069
C -2.0619 2.3500 -0.7243
C -2.7201 2.8128 -1.8568
C -2.0309 2.9213 -3.0606
C -0.6852 2.5882 -3.1357
C -0.0209 2.1315 -2.0033
C 1.4184 1.7687 -1.9301
C 2.3154 1.8085 -2.9920
C 3.6340 1.4230 -2.7951
C 4.0667 0.9898 -1.5437
C 3.1770 0.9415 -0.4767
C 1.8639 1.3453 -0.6779
H 1.1322 6.1092 3.7679
H -0.8187 4.6337 4.1452
H -1.0788 2.5786 2.8298
H 2.5483 3.4729 0.7125
H 2.8185 5.5113 2.0611
H -2.5979 2.2862 0.2139
H -3.7637 3.0963 -1.7998
H -2.5439 3.2800 -3.9438
H -0.1583 2.6942 -4.0764
H 1.9925 2.1402 -3.9717
H 4.3321 1.4642 -3.6218
H 5.0994 0.6994 -1.3976
H 3.5031 0.5937 0.4931
N 2.4461 -3.2467 -2.6347
C 1.9036 -2.7604 -1.3771
C 0.8304 -1.7425 -1.6535
O 0.7449 -1.3084 -2.8761
O 0.0963 -1.2945 -0.7782
H 3.4331 -3.4525 -2.5811
H 1.4380 -1.8047 -3.3826
H 1.9659 -4.0770 -2.9571
H 2.6634 -2.2136 -0.8121
H 1.4883 -3.5220 -0.7166
*
```

The LUMO energy (spin up / spin down) comes out at -0.0778 / -0.0778 hartree. Its energy is -256936.2155 eV. As for the expectation value of S²: 0.7632. The value obtained for the HOMO energy (spin up / spin down) is -9.9 / -9.3 eV. The gap between HOMO and LUMO (spin up / spin down) comes out at 7.8 / 7.2 eV. The strongest force on any atom is 0.0218 Eh/bohr. As for the energy relative to the best compared isomer or geometry (same formula, charge and spin): 11.60 kcal/mol.



No. 3
Here is a cluster of 2 separate species, C5H11NOS in total in a non-equilibrium geometry from the Open Molecules 2025 dataset. Energies are from ωB97M-V/def2-TZVPD.

ORCA input file:
```
! wB97M-V def2-TZVPD RIJCOSX def2/J DEFGRID3
* xyz 0 1
C -0.3278 1.5114 -1.7645
C -1.2759 1.3151 -0.4616
C -2.1476 2.4724 -0.2258
O -1.2937 0.2705 0.0710
H 0.2997 2.3766 -1.3480
H -0.8764 1.8092 -2.7138
H 0.4516 0.7585 -1.8803
H -2.1467 2.7411 0.8332
H -3.1308 2.0193 -0.4102
H -2.1034 3.3455 -0.9255
C 2.1645 -1.9619 2.4099
N 2.1202 -1.0489 1.5270
S 1.8147 -0.9456 0.0460
C 1.1388 -2.4592 -0.5677
H 2.0306 -3.0033 2.3195
H 2.5809 -1.6897 3.3528
H 0.3637 -2.1261 -1.2847
H 0.7882 -3.0875 0.1901
H 1.8607 -3.1407 -1.1369
*
```

The LUMO energy comes out at 0.0326 hartree. Its energy is -19733.6419 eV. Its structure (SMILES) is CC(C)=O.C=NSC. The value obtained for the HOMO energy is -8.1 eV. The gap between HOMO and LUMO comes out at 9.0 eV. The strongest force on any atom is 0.1066 Eh/bohr. As for the energy relative to the best compared isomer or geometry (same formula, charge and spin): 79.64 kcal/mol.